A) # C6H14O

A cluster of 2 separate species, C6H14O in total (wB97M-V/def2-TZVPD, the Open Molecules 2025 dataset).

Each line ends with the Mulliken charge.
Cartesian coordinates (Å):
O (-1.31539, -1.36107, 5.92555)  -0.64
C (0.76082, -2.15905, -0.96468)  -1.39
C (-0.85557, 2.36988, -0.29834)  -1.03
C (-0.44014, 1.54005, -1.50480)  -0.84
C (0.54305, 0.41428, -1.12247)  0.47
C (-0.11054, -0.91539, -1.15348)  -0.20
C (1.81380, 0.70663, -0.92902)  -0.93
H (-1.72644, 2.98264, -0.48101)  0.36
H (0.82917, -2.52815, 0.05636)  0.31
H (-1.26335, 1.06462, -2.03380)  0.32
H (-1.88322, -1.95560, 5.42556)  0.32
H (1.73685, -2.09377, -1.43920)  0.38
H (-1.02927, 1.77016, 0.59409)  0.31
H (-0.43407, -1.70629, 5.75385)  0.32
H (2.52925, -0.01762, -0.53095)  0.27
H (0.00267, 2.14686, -2.30342)  0.38
H (-0.06178, 3.10950, -0.16131)  0.27
H (-0.94889, -1.02144, -0.46222)  0.31
H (-0.61298, -1.03392, -2.10327)  0.34
H (0.20146, -3.00835, -1.38240)  0.38
H (2.26456, 1.69604, -0.88504)  0.29

Calculated values
SMILES	C=C(CC)CC.O
gap between HOMO and LUMO	10.080	eV
HOMO	-9.341	eV

---

B) # C6H14O

The molecule C6H14O (wB97M-V/def2-TZVPD, the Open Molecules 2025 dataset).

Each line ends with the Mulliken charge.
Cartesian coordinates (Å):
O (-0.00729, -1.87959, -2.15189)  -0.50
C (-0.76139, 0.23722, -1.25459)  -0.58
C (-0.01863, 1.04202, 2.38669)  -1.50
C (0.48775, 0.74880, 0.92649)  0.53
C (-0.58455, -0.16166, 0.21471)  -0.93
C (-1.12055, -0.97774, -2.09704)  -0.64
C (1.86261, 0.16086, 0.83689)  -1.46
H (-1.42210, -0.71219, -3.11848)  0.43
H (0.01015, 0.10033, 2.92916)  0.35
H (-1.50283, -0.32531, 0.78339)  0.48
H (-0.19006, -1.17513, 0.26692)  0.39
H (0.28024, 1.69279, 0.41137)  0.24
H (-0.96281, 1.54253, 2.24347)  0.41
H (2.13381, -0.00267, -0.21009)  0.36
H (-0.17731, -2.38768, -2.94341)  0.30
H (-1.50413, 1.03536, -1.25343)  0.37
H (0.69970, 1.73543, 2.83082)  0.38
H (2.01393, -0.72944, 1.44226)  0.36
H (0.11270, 0.67689, -1.74606)  0.33
H (-1.98784, -1.48897, -1.65281)  0.27
H (2.63860, 0.86814, 1.15564)  0.41

Calculated values
SMILES	CC(C)CCCO
gap between HOMO and LUMO	11.251	eV
HOMO	-10.269	eV

---

Sorted by energy, starting with the most stable: B), A).

---

A) # C3H7N2OS

The ion C3H7N2OS with charge +1 (wB97M-V/def2-TZVPD, the Open Molecules 2025 dataset).

Each line ends with the Mulliken charge.
Cartesian coordinates (Å):
S (-2.09663, 0.14927, 1.56064)  0.03
O (-1.65528, -1.32417, 0.75497)  -0.38
N (0.35260, -1.11405, 1.95594)  -0.39
N (0.31123, -0.06100, -0.15975)  -0.44
C (-0.14264, 0.85595, -0.92743)  0.24
C (-0.56375, -0.43056, 0.97504)  0.52
C (0.58087, 1.05262, -2.19854)  -1.31
H (1.39381, 0.50063, -2.35599)  0.38
H (-0.03667, -2.13841, 2.11453)  0.41
H (-0.85421, 1.60164, -0.79844)  0.46
H (0.79935, 2.06170, -2.48335)  0.35
H (-0.19115, 0.70177, -2.90569)  0.32
H (1.36319, -1.21746, 1.59282)  0.43
H (0.73926, -0.63793, 2.87525)  0.40

Calculated values
total charge	+1
SMILES	C/C=N/[C@]1([NH3+])OS1
gap between HOMO and LUMO	9.376	eV
HOMO	-13.892	eV

---

B) # C3H7N2OS

A cluster of 2 separate species, C3H7N2OS in total (wB97M-V/def2-TZVPD, the Open Molecules 2025 dataset).

Each line ends with the Mulliken charge.
Cartesian coordinates (Å):
S (2.59665, -0.85161, -0.03188)  0.30
O (2.85037, 0.33180, 0.97819)  -0.43
N (0.99913, 1.07356, -0.95301)  -0.37
N (-1.62991, -0.96947, 0.46232)  -0.05
C (1.44180, -0.20040, -1.01534)  0.00
C (-0.58955, -1.63568, 0.44741)  -0.35
C (-2.69663, -0.22713, 0.51147)  -0.36
H (1.06474, 1.86722, -0.30283)  0.26
H (0.98365, -0.99529, -1.52723)  0.49
H (-2.93209, 0.17851, 1.52910)  0.26
H (3.77568, 0.29282, 1.27907)  0.38
H (-0.70095, -2.63956, 0.77802)  0.29
H (-3.37036, -0.19614, -0.32860)  0.28
H (0.11397, 1.24947, -1.43660)  0.28

Calculated values
total charge	+1
gap between HOMO and LUMO	7.496	eV
HOMO	-11.979	eV

---

C) # C3H7N2OS

The ion C3H7N2OS with charge +1 (wB97M-V/def2-TZVPD, the Open Molecules 2025 dataset).

Each line ends with the Mulliken charge.
Cartesian coordinates (Å):
S (-1.94660, -0.10534, 0.65764)  -0.09
O (-0.92719, 0.98590, -1.64032)  -0.49
N (1.95750, 0.24746, 1.12248)  -0.35
N (0.17711, -0.89321, -0.73592)  -0.59
C (-0.53401, 0.33544, 1.62764)  -0.28
C (-1.15638, -0.28070, -1.06266)  0.08
C (0.66730, 0.10833, 1.11337)  0.41
H (2.26270, 0.96792, 0.48456)  0.31
H (0.94702, -0.46420, -1.33365)  0.30
H (-1.78823, -1.07938, -1.61973)  0.36
H (-1.74031, 1.50329, -1.87934)  0.37
H (-0.64854, 1.04588, 2.50279)  0.37
H (0.09157, -1.93839, -0.85166)  0.30
H (2.63805, -0.43301, 1.61479)  0.31

Calculated values
total charge	+1
SMILES	N[C@H](O)SC=C=[NH2+]
gap between HOMO and LUMO	9.382	eV
HOMO	-13.206	eV

---

Sorted by energy, starting with the most stable: C), A), B).

---

A) # C2H4OS

The molecule C2H4OS (wB97M-V/def2-TZVPD, the Open Molecules 2025 dataset).

Each line ends with the Mulliken charge.
Cartesian coordinates (Å):
S (-2.17869, -0.25613, 0.04741)  -0.26
O (0.35428, 0.72390, 0.12124)  -0.28
C (0.96040, -0.61132, 0.01777)  -0.53
C (-0.97428, 0.82038, -0.02935)  0.01
H (-1.22196, 1.91869, -0.05087)  0.29
H (0.79999, -1.06630, 1.04264)  0.27
H (1.96346, -0.43728, -0.39415)  0.23
H (0.29680, -1.09194, -0.75469)  0.28

Calculated values
SMILES	COC=S
gap between HOMO and LUMO	9.523	eV
HOMO	-9.005	eV

---

B) # C2H4OS

The molecule C2H4OS (wB97M-V/def2-TZVPD, the Open Molecules 2025 dataset).

Each line ends with the Mulliken charge.
Cartesian coordinates (Å):
S (-0.49251, 0.23998, 1.26237)  -0.22
O (1.51612, -0.42197, -0.41386)  -0.44
C (0.35694, -0.15686, -0.36936)  0.64
C (-0.44216, 0.03165, -1.61623)  -1.10
H (-1.77108, 0.04689, 0.66700)  0.14
H (-0.88161, 1.01121, -1.55341)  0.34
H (0.06507, -0.11106, -2.61271)  0.27
H (-1.14982, -0.65964, -1.47436)  0.38

Calculated values
SMILES	CC(=O)S
gap between HOMO and LUMO	10.635	eV
HOMO	-9.999	eV

---

Sorted by energy, starting with the most stable: B), A).

---

A) # C2H4OS

The molecule C2H4OS (wB97M-V/def2-TZVPD, the Open Molecules 2025 dataset).

Each line ends with the Mulliken charge.
Cartesian coordinates (Å):
S (1.74551, -0.48692, 1.15208)  -0.10
O (0.82897, -1.09163, -0.04579)  -0.30
C (-0.34938, -0.49415, -0.38256)  0.20
C (-0.94576, 0.64936, -0.02268)  -0.61
H (-0.61936, 1.48521, 0.68031)  0.22
H (2.24738, 0.37845, 0.15740)  0.17
H (-1.04296, -1.40942, -1.02211)  0.19
H (-1.86439, 0.96910, -0.51666)  0.23

Calculated values
SMILES	C=COS
gap between HOMO and LUMO	9.980	eV
HOMO	-9.427	eV

---

B) # C2H4OS

A cluster of 2 separate species, C2H4OS in total (wB97M-V/def2-TZVPD, the Open Molecules 2025 dataset).

Each line ends with the Mulliken charge.
Cartesian coordinates (Å):
S (1.76276, -0.24735, 1.09162)  -0.21
O (-2.08186, -0.28255, -0.61444)  -0.40
C (-0.03155, -1.50549, -0.00471)  -0.70
C (-1.50254, -1.32414, -0.75793)  0.09
H (-1.84935, -2.20122, -1.28707)  0.34
H (0.83187, 0.30820, 1.71498)  0.13
H (-0.21457, -1.94212, 1.02016)  0.39
H (0.81658, -1.85213, -0.58191)  0.36

Calculated values
gap between HOMO and LUMO (alpha / beta)	8.062 / 8.067	eV
HOMO (alpha / beta)	-9.292 / -9.293	eV

---

C) # C2H4OS

The molecule C2H4OS (wB97M-V/def2-TZVPD, the Open Molecules 2025 dataset).

Each line ends with the Mulliken charge.
Cartesian coordinates (Å):
S (1.90297, 0.95248, -0.23518)  -0.21
O (-0.62264, -0.11074, -1.45859)  -0.49
C (0.70502, 0.21507, 0.60277)  -0.19
C (-0.80955, -0.14503, 0.04969)  -0.12
H (0.55358, -0.18445, -1.40946)  0.30
H (-1.53137, 0.63787, 0.44597)  0.23
H (-1.32231, -1.06306, 0.34089)  0.24
H (1.12431, -0.30213, 1.66391)  0.24

Calculated values
SMILES	OCC=S
gap between HOMO and LUMO	8.549	eV
HOMO	-9.422	eV

---

Sorted by energy, starting with the most stable: A), C), B).